Here is a cluster of 12 separate species, C63H144O30 in total from the Open Molecules 2025 dataset. Energies are from wB97M-V/def2-TZVPD.

The geometry in XYZ format:
```
237
Properties=species:S:1:pos:R:3:forces:R:3:mulliken_charge:R:1
H -2.268915 -7.303595 0.191799 0.0347 -0.3262 0.5532 0.152
H -1.718097 -10.017417 -0.921428 -0.0966 0.2905 -0.4630 0.303
O 4.033672 -1.675966 3.807194 0.9848 0.6780 0.2819 -0.571
H -1.363196 -0.468797 -3.580839 -0.3549 0.1768 0.0037 -0.288
H -0.377217 -2.778775 -12.031440 -0.0559 -0.0014 -0.3760 0.284
H -1.395198 -2.866552 -10.551076 -0.1622 -0.1990 -0.3036 0.362
O -0.813253 0.182212 -8.134958 -0.3967 -0.1843 1.3494 -0.224
H 0.952152 10.602379 1.251124 -0.0801 0.3945 0.1110 0.243
C -3.553388 -2.187109 2.283301 -0.0191 0.3390 0.0319 0.533
H 3.629466 5.193813 8.181538 0.2016 -0.0182 -0.0283 0.415
H -1.465525 9.579059 3.667715 -0.3718 0.5019 -0.0353 0.548
H 3.075061 -3.741219 -0.589536 -0.1272 -0.3184 -0.0167 0.228
H 5.832991 1.646051 1.502368 -0.9383 0.3065 -0.2008 0.243
H 3.724624 -4.958495 4.225059 -0.0951 0.7804 -0.3208 0.130
H 1.064902 -2.153579 7.449457 0.5872 0.1441 0.2587 0.271
C 4.011508 -0.776051 -7.652136 0.0411 0.1711 1.1435 -0.816
O -2.858154 -2.148704 -3.581210 -0.1465 -1.0318 -0.3867 -0.133
C -5.507839 2.046195 3.374807 -0.3223 0.8936 -0.3670 -0.800
H -0.239563 -9.177447 3.076685 0.2632 0.4091 0.0656 0.301
H 2.538814 0.719504 5.690415 -0.3602 0.1024 -0.7222 0.115
C 3.363488 -3.322954 -1.556875 0.1717 0.1239 0.0840 -0.689
H -2.003002 1.984071 6.538233 0.0052 -0.0303 0.0316 0.285
H -1.376612 6.901828 0.570815 0.7479 -0.3922 -0.0852 0.350
H 0.360191 -0.385360 -3.401617 -0.1768 0.3111 -0.1359 -0.328
C -0.606386 4.860949 1.045441 -0.5456 0.5566 -0.1071 0.818
H 2.664997 2.375949 3.238424 0.3385 0.4497 0.1569 -0.539
C -0.130223 -9.625275 1.058039 0.2119 0.5026 -0.9959 -0.378
C -2.308344 5.055231 -6.543843 1.2014 0.3077 1.3251 -0.669
O -3.225038 4.304976 -4.477339 0.5555 -0.5451 -1.1450 -0.442
C 6.135503 -5.291774 3.875934 1.3277 -1.7478 -0.0170 -0.778
H -3.380214 2.921507 -7.552268 -0.2659 -0.3239 -0.2034 0.283
H -0.877874 -0.211053 -11.483136 0.2192 0.5202 0.0245 0.465
H -2.752515 -2.031070 1.561398 0.2568 -0.2167 -0.3943 -0.431
H 0.459486 -10.550538 1.191422 -0.3251 -0.0641 -0.2850 0.435
H 2.228930 -1.479817 -4.188887 -0.2281 0.2046 -0.4057 -0.669
C -1.276052 -6.688149 -1.928012 0.2597 0.0153 -1.0316 -0.422
H 3.771895 4.016448 -0.844789 -0.0671 0.4701 -0.4023 0.412
C 0.224005 -0.461893 -7.364330 -1.1870 -0.5783 -0.5592 -0.789
C -0.724041 0.128476 5.116380 -0.5936 -0.8698 -0.9391 0.337
H -0.557950 1.136230 -3.321003 -0.0967 -0.4486 -0.4911 -0.541
H -4.010111 2.977502 1.281305 -0.0466 0.5148 0.5909 -0.122
C -4.168059 3.704894 -2.373962 0.6644 -0.4852 0.6992 -0.859
H 0.460898 -1.540929 -5.556066 -0.2147 -0.1903 0.0751 0.141
H 3.144932 -0.285059 -0.469832 0.6447 0.0190 0.6585 0.007
C -0.477952 0.333236 0.206533 0.0688 -0.1542 -0.0722 -0.092
H -4.339410 -5.292401 1.809827 -0.5026 -0.3059 0.0974 0.381
H 3.890825 -1.448321 -3.667112 -0.1779 -0.2062 -0.5612 0.261
C 1.798446 -1.343118 7.298926 -0.4942 -0.1410 -1.3011 -1.120
H -0.178786 -4.979963 -1.559717 0.0821 0.3296 -0.2701 -0.526
H 5.502257 3.790503 9.005140 -0.0517 0.5056 0.0249 0.323
H 3.618721 0.297507 3.459654 0.1264 -0.2574 0.7814 -0.635
O -0.175374 -7.387873 1.955250 0.7962 -0.5605 0.7629 0.020
O -3.830433 4.837693 -1.591510 0.2582 -0.8860 0.0052 -0.050
H -3.451728 -6.157109 -0.486945 -0.2643 0.2545 0.2882 0.261
H -6.152366 1.846478 2.519260 0.1310 -0.0225 -0.1754 0.464
H 2.940454 -2.636381 -6.352684 -0.0039 -0.1235 0.0321 0.328
H 1.906180 -1.370875 -0.510015 -0.5106 -0.6605 -0.0272 -0.026
H 1.338565 -8.805193 2.253028 -0.0463 0.2788 0.4078 0.341
H 6.745843 -5.764914 3.088417 0.0043 0.3093 0.3183 0.252
H -0.536251 2.187960 -0.651393 0.0472 0.6905 -0.4790 -0.609
C 2.716732 4.317777 -0.876119 -0.3985 -1.8327 0.2473 -1.008
C 2.882342 -0.288567 5.427065 0.2382 0.0170 1.8275 -0.809
H 6.803861 -4.978475 4.703213 -0.3766 0.1276 -0.2494 0.260
H -1.353388 -5.135153 2.387899 -0.2633 -0.2116 0.1918 -0.256
H 1.571425 -2.685160 -2.530319 0.0728 -0.7432 -0.2304 -0.352
H -0.934199 -2.748474 -2.003644 0.1657 0.2737 0.0111 -0.467
H -3.054304 0.586868 6.225712 0.1319 0.3130 -0.1907 0.307
H -0.353336 -4.669432 3.798462 -0.0632 0.3505 -0.2310 0.129
C -0.763070 -0.539927 -10.445557 0.2221 -1.0198 0.1048 -0.561
H 3.145015 3.810695 2.328084 -0.1155 0.2781 0.1244 -0.192
H -3.653410 6.828147 -1.636968 0.0422 0.6560 0.4563 0.244
H -0.331350 -6.998195 3.983133 -0.1881 0.1449 -0.2056 0.451
H -3.043836 -10.612005 0.074279 -0.0868 -0.3299 0.0386 0.245
O 0.559095 -4.631885 1.912768 -0.0762 0.7723 -0.5478 -0.472
H -0.253612 0.410912 6.063857 -0.0741 -0.1731 0.0698 0.490
C 4.292595 -3.995454 4.069171 -1.6262 -0.9824 0.4198 -0.954
C -1.900144 -3.062895 -1.618503 -0.2257 -1.1921 0.2354 2.362
H -3.134921 -1.276179 -1.756473 0.4242 -0.2128 0.1003 0.068
H 6.983103 3.951758 7.980258 -0.0484 -0.0725 0.3210 0.259
H 0.312748 10.882351 2.961359 0.0476 0.2093 -0.3887 0.288
H -3.365424 2.151045 5.432849 0.5779 -0.3620 -0.3709 0.053
H -1.052829 -6.687137 -3.001849 0.4775 0.0030 0.2222 0.481
H 1.070005 2.873342 -3.635537 -0.0471 -0.1712 -0.1677 -0.168
C -0.066770 3.814947 3.187919 -0.2018 0.2416 -1.7161 0.192
H -1.300631 -1.255016 -6.014971 0.5533 -0.4979 -0.2312 0.067
H -1.034472 1.403213 -9.739680 0.4513 0.1322 0.3151 0.298
H -3.302402 -0.354630 3.305215 0.0866 0.3337 0.0161 -0.326
H -1.447748 -11.516124 -0.091749 -0.5043 -0.0067 0.2347 0.325
H 4.269127 -3.779852 -1.934510 0.2273 -0.4956 0.1932 0.485
C 3.538915 3.961194 4.437766 -0.4506 -0.5050 0.0577 -1.143
H -6.120481 2.066516 4.243188 -0.5996 -0.0621 0.8198 0.388
O 3.690030 -1.969414 -1.394198 0.4220 0.3930 0.0099 -0.467
C 0.137640 -6.564149 3.082016 -1.2540 -0.7272 0.2444 -1.302
C -3.043398 -7.155992 -0.545333 -0.5588 -0.7028 -1.6956 -0.553
H 1.474947 9.597649 2.598143 0.2216 0.0834 0.1575 0.314
H -1.418374 4.908182 -7.180691 -0.1634 0.2947 -0.1310 0.370
H 3.879894 0.221215 -8.072230 -0.0215 -0.1997 -0.1699 0.226
O 1.621819 2.173549 -1.203179 0.2741 0.0642 -0.0893 -0.076
H -4.922230 6.101565 -2.671950 -0.8949 0.6486 0.0844 0.378
H 1.186270 -6.476243 3.348459 0.5832 -0.3081 -0.5054 0.376
C -4.279429 3.850550 1.920597 -1.3298 -0.7703 -0.4158 -0.214
C 1.948769 3.232775 -1.681155 -0.1372 1.4331 -0.2358 0.685
H 2.557531 3.901477 -3.614992 -0.6188 -0.2152 0.1374 0.487
H 2.104127 4.000006 6.697757 0.4822 -0.1323 0.3011 0.363
C -0.510276 0.157181 -3.839898 0.6300 -0.6825 1.5634 1.207
O -1.500037 -9.818190 1.084658 -0.7290 -0.2780 0.9191 -0.319
C -3.148100 -1.410424 3.511445 -0.9451 -0.1935 0.6050 -0.417
H 2.633468 4.554865 4.487429 -0.1341 0.7235 0.0325 0.695
H -2.119295 -1.354770 5.894177 0.3715 -0.1446 -0.7691 0.457
H -3.365497 2.377992 -3.791366 0.3985 -0.5298 -0.0541 0.465
H 4.451384 4.538743 4.432292 0.1777 0.5526 -0.0545 0.366
C -1.053876 8.771217 3.078979 1.0017 -0.6879 -0.5355 -0.699
H 1.108857 -0.220277 1.640854 -0.0413 0.2367 -0.1807 -1.047
C -3.499665 3.845970 -8.111736 0.1612 0.4484 0.5766 -0.710
O -2.502485 -7.325705 -1.865850 -0.7273 0.0141 0.8781 -0.441
O -1.700303 1.073637 4.718620 -0.0417 0.4596 -0.5224 0.478
H 0.839441 3.404765 3.640222 -0.3809 0.1918 0.1913 -0.505
C -3.028990 -2.292323 -2.191388 -1.3991 1.1884 0.2623 -1.030
C 2.341624 -3.482871 -2.651117 0.8432 0.7364 -0.3772 0.371
H -3.771508 -1.607035 -5.313397 0.1320 0.1144 0.1046 0.234
H -4.822913 1.221692 3.497468 0.6024 -0.0253 -0.1935 -0.093
H -0.249329 8.342862 3.659805 0.2621 -0.3325 0.6552 0.358
H -1.302336 -5.261703 -0.294004 -0.2433 -0.0270 -0.4380 -0.231
C 3.433391 -2.899289 3.485244 -0.1597 -0.5014 0.4164 1.225
H 1.015379 4.582740 -3.126641 -0.1288 0.0948 0.2031 0.404
C 4.762709 1.941826 1.618680 0.8708 0.8450 1.0689 0.243
O -2.137400 -4.420907 -2.008363 0.0897 0.1129 -0.0211 -0.742
H 1.332378 -0.427391 7.701823 0.5226 -0.0688 0.0823 0.298
C 0.394622 0.579780 1.448550 -2.2855 -0.1544 -0.2598 2.029
H -4.312212 -0.795505 -3.815422 -0.5910 -0.0055 -0.3080 0.349
H -4.432490 3.867271 -8.666010 -0.0504 -0.0114 0.0989 0.318
O 1.939516 -1.265710 5.879604 0.0235 0.1699 -0.0377 0.153
H -4.467875 -1.787343 1.821623 -0.0378 0.2202 0.2085 0.535
H -0.494671 -1.950998 5.477827 -0.4781 -0.0769 -0.7536 0.282
H 4.421253 2.683002 0.895957 0.1490 -0.3815 -0.5967 -0.062
O 0.365471 4.343198 1.903693 0.7894 -0.6141 0.7837 0.060
C 2.981082 -1.358257 -0.358438 -0.5287 0.7768 -0.5079 0.130
C 1.592348 3.661701 -3.111826 1.1063 -0.3036 0.3489 -1.076
C -0.381560 -2.778899 -10.950097 0.2361 0.3057 1.0879 -0.765
H -0.923060 -3.279540 1.575254 -0.1313 0.5699 -0.0561 -0.273
H -2.138424 3.521462 -3.035201 0.4336 -0.7859 0.6089 0.074
O -3.752185 -3.532694 2.593681 0.0024 -0.2223 0.4601 -0.462
C -0.753617 6.350720 1.310919 -0.8529 0.1982 0.2938 -0.577
C -2.231572 4.032499 -5.465043 0.7642 -0.7314 0.2770 0.440
H -5.157326 3.744701 -2.859912 0.0771 0.3075 0.3218 0.338
H -2.710960 8.045764 1.997756 -0.0658 -0.3779 -0.1253 0.307
H 0.770692 1.573919 1.351381 0.8762 0.6214 0.0800 -0.118
H -3.837212 -7.904166 -0.558602 -0.0089 0.1307 0.7904 0.362
H -1.893883 -3.016297 -0.515283 0.0542 0.2536 -0.3221 -0.855
H -4.001905 -2.776148 -1.914464 0.6657 -0.0842 -0.4619 0.639
H -2.024682 1.257146 -1.078023 0.0694 -0.1751 -0.3005 -0.051
C -2.563269 1.461379 5.751545 -0.4867 -0.0846 1.0035 -0.904
H -1.188856 4.021952 -5.091499 -0.3471 0.2379 0.5775 -0.226
O -0.364607 0.326682 -5.197020 0.4081 0.9209 -1.1575 -0.078
H -0.547725 -7.266871 -1.345201 0.3391 0.0719 -0.1582 -0.002
H -4.840705 -2.471436 -4.252944 -0.2414 -0.3838 0.4665 0.323
C 0.161783 -3.281742 1.620855 0.4732 -1.5243 0.4094 1.398
H -2.297802 3.027211 -5.932514 -0.4747 0.2067 0.5505 0.054
H -0.578723 4.599025 3.752371 0.2413 -0.2740 0.2111 0.400
H 2.518022 5.306554 -1.249698 0.3081 0.3476 -0.2310 0.440
H -2.299990 6.041284 -6.066906 0.2478 0.0519 -0.2284 0.346
C -4.870586 3.437649 3.277141 0.9148 -0.5289 -0.6638 0.781
C -0.272429 -0.851537 -5.987771 -0.5310 1.1207 0.2260 -0.108
C -1.222823 -5.282575 -1.408452 0.8576 0.1107 1.1299 1.110
H 3.798532 5.788456 6.520435 -0.1845 -0.3645 0.1303 0.331
O 4.691746 2.602677 2.883231 0.5937 -0.3966 0.2501 -0.521
H 1.971773 -4.498334 -2.642804 -0.5000 -0.1356 -0.1294 0.436
H 5.467832 -6.078661 4.230082 -0.0060 -0.2967 0.3735 0.356
H 4.513694 -3.676986 5.081617 0.6238 0.2223 0.3865 0.420
O -1.507987 6.397702 2.531433 -0.3761 0.8168 0.3484 -0.144
O -3.485670 4.945136 -7.195982 -1.8992 -0.1748 -2.2667 -0.344
H 2.796951 -1.566211 7.673686 -0.2197 0.0383 0.7387 0.401
C 0.243984 -8.735981 2.187532 0.1573 0.4553 -0.1323 -0.753
C 3.984311 4.922474 7.173657 0.2548 0.2483 -0.2879 -0.680
C -3.139556 3.370103 -3.416283 -0.3654 1.1401 -0.4681 0.076
H -3.358158 6.090337 -3.234286 0.6793 -0.1710 0.3530 0.240
H -5.123054 4.338682 1.376597 0.6009 -0.1161 0.2429 0.475
O 5.391896 -4.311785 3.299546 0.0551 1.6183 -0.8747 -0.299
O 5.398041 4.775125 7.125248 -0.9925 0.6123 0.1618 -0.349
O 3.050930 -3.319069 -3.899024 -0.9298 -0.9057 0.4442 -0.538
C -1.966222 -10.543193 -0.004824 0.4799 -0.2555 -0.5642 -0.764
H 0.224953 6.822054 1.483275 -0.2510 -0.0515 -0.4263 0.231
C 5.902815 3.806104 7.986282 0.4941 -1.3064 -0.5130 -0.641
C -3.914358 6.036368 -2.299590 -0.5404 -0.0001 -1.0171 -0.849
H 2.395854 4.229881 0.158923 -0.2502 0.1347 0.1402 -0.130
O 3.539702 3.093690 5.547316 0.4396 -0.4601 -0.4904 0.071
C 3.178924 -1.996729 -4.321922 0.8454 0.6399 0.6034 0.766
H 4.651797 -2.492853 -5.867867 -0.4555 0.2387 0.2001 0.470
C 0.635467 10.168268 2.193610 -0.2907 -1.0753 0.0580 -0.736
H 0.556442 -2.709710 2.442050 -0.2498 0.9371 0.2853 -0.336
H 0.453098 -1.390114 -7.887892 0.4408 -0.0825 -0.0291 0.397
H -1.849602 2.020350 0.511394 0.0689 0.0697 0.1080 -0.065
C -4.029745 -1.757132 -4.263627 0.8151 0.9157 0.0887 -0.970
O -0.467413 -0.741383 -0.359637 -0.2587 0.4395 0.0560 0.445
H 3.226738 -1.820043 0.600247 0.1138 0.4134 0.2160 -0.060
C 3.445384 3.177182 3.172026 -0.1783 -1.0621 -0.8720 1.168
H 5.708269 2.803144 7.564785 0.1112 0.1239 0.1675 0.181
O 3.635420 -0.691993 -6.264529 0.1994 -0.9787 -0.6280 -0.282
C -1.319419 1.539634 -0.309976 0.6281 -1.3224 1.2168 0.392
H 3.385041 -1.540189 -8.134504 0.1618 0.3427 -0.2561 0.341
C 3.190009 -0.563544 4.007298 -0.6624 -0.0042 -2.2973 0.942
C -4.131080 -4.291529 1.478996 1.4307 0.4668 -0.9852 -0.710
H -0.262746 4.643053 0.024156 -0.2205 0.1592 0.1173 0.038
H 5.070800 -1.073433 -7.685812 -0.2027 0.0481 -0.3479 0.342
C 3.642122 -2.037009 -5.761033 -0.1013 0.7724 0.0540 -0.674
H 4.144135 1.060314 1.626571 -0.3819 -0.4273 -0.3107 -0.139
H -2.734920 7.538602 3.689900 0.2249 -0.0183 0.0184 0.412
C 3.178885 3.690844 6.752479 -0.4145 0.3908 -0.1719 -0.641
H -4.924032 -3.796906 0.907926 -0.3747 -0.3035 0.1989 0.391
H 2.470559 -2.960487 3.994255 -0.2486 -0.1122 -0.1600 -0.032
H 1.091978 0.183322 -7.305199 0.3103 0.1271 0.1381 0.375
H -1.721839 -0.998227 -10.182368 -0.2360 0.3584 0.2061 0.296
H -3.789765 -1.697316 4.368903 0.0696 0.1155 -0.2948 0.331
O 0.196902 -1.599492 -10.402248 -0.3875 0.0911 -0.1509 -0.281
C -0.437055 0.533807 -9.426050 0.1582 -0.1553 -0.6548 -0.645
H -1.625825 4.441883 1.208538 0.7560 -0.1749 -0.2186 -0.963
H 3.303467 2.870508 7.444913 -0.1975 0.0263 0.6419 0.445
O -1.815608 -1.696786 3.809135 1.6858 0.0706 1.2328 0.207
O -4.825386 4.177835 4.229348 -0.1127 -0.0697 -0.0077 -0.604
H -0.365780 0.647937 2.264770 0.6076 -0.2302 -0.2169 -0.452
H 0.609169 -2.998179 0.690532 0.1504 0.2726 -0.5142 -0.275
H 0.091668 -9.163234 0.068593 0.4912 -0.2065 0.4703 0.191
H 0.030989 0.089864 4.330700 0.1458 0.4306 0.0865 -0.957
H 0.178532 -3.610826 -10.547042 0.2830 -0.2894 -0.2084 0.244
C -1.311625 -1.297152 5.114947 -0.7116 0.3321 0.7535 -1.289
C -0.352320 -5.178708 2.819821 0.4278 -0.4288 0.3946 0.670
C -2.085659 7.672378 2.822389 0.5388 0.3923 -0.6070 -0.709
H -2.654403 3.920119 -8.797340 0.0691 0.0911 -0.2040 0.314
H -0.751720 3.006085 2.924888 -0.1641 -0.1400 0.6168 -0.056
H -3.462004 4.547668 2.012006 0.0947 0.2222 0.1992 -0.101
H 2.270948 -0.784266 3.427232 -0.0983 0.2708 0.5184 0.006
H 3.818309 -0.330199 6.021085 -0.1239 -0.4674 -0.2226 0.711
H -4.120181 2.869922 -1.659927 -0.4186 0.1127 -0.1192 0.258
O -0.406819 9.247004 1.874958 -1.0238 0.2808 0.5757 -0.322
H -3.272318 -4.370115 0.762956 -0.4292 0.0431 0.3655 0.093
H 0.643429 0.713943 -9.383842 -0.0560 0.4537 -0.6565 0.345
H 3.304629 -3.022686 2.407079 -0.0351 -0.0080 -0.0599 -0.396
```
Forces are in eV/Å.

- Gap between HOMO and LUMO: 9.3010 eV
- Net charge: 0
- SMILES: COCCOCCOC.COCCOCCOC.COCCOCCOC.COCCOCCOC.COCCOCCOC.COCCOCCOC.COCCOCCOC.COCCOCCOC.COCCOCCOC.CC(C)=O.CC(C)=O.CC(C)=O
- Electronic energy: -129074.4625 eV
- LUMO level: 0.44 eV